1.
{"formula": "C24H32N2O4", "method": "wB97M-V/def2-TZVPD", "symbols": ["C", "C", "C", "C", "C", "O", "C", "C", "O", "C", "C", "C", "C", "O", "N", "C", "C", "C", "C", "C", "C", "O", "N", "C", "C", "C", "C", "C", "C", "C", "H", "H", "H", "H", "H", "H", "H", "H", "H", "H", "H", "H", "H", "H", "H", "H", "H", "H", "H", "H", "H", "H", "H", "H", "H", "H", "H", "H", "H", "H", "H", "H"], "xyz": [[2.9262, 4.8807, -0.0516], [3.8773, 3.7389, -0.2481], [5.2530, 3.9763, -0.3206], [6.1417, 2.9507, -0.5373], [5.6917, 1.6343, -0.6801], [6.5906, 0.6795, -0.9267], [4.3128, 1.3664, -0.5371], [3.8506, -0.0228, -0.5973], [4.5411, -0.9223, -1.0688], [2.5205, -0.3356, -0.0248], [1.6932, -1.3063, -0.6303], [0.4812, -1.6414, -0.0990], [-0.3328, -2.6553, -0.8568], [0.0509, -3.0762, -1.9344], [-1.4641, -3.0547, -0.2546], [-2.3937, -3.9667, -0.8751], [-3.6710, -3.2438, -1.3087], [-4.6404, -4.1376, -2.0885], [-5.7648, -3.2870, -2.6776], [-5.2285, -5.2384, -1.2088], [0.0162, -1.0268, 1.1224], [-1.0503, -1.2481, 1.6878], [0.8981, -0.0973, 1.6898], [0.4930, 0.5665, 2.9165], [0.0964, 2.0284, 2.6976], [-1.1525, 2.2146, 1.8199], [-0.8014, 2.2991, 0.3351], [-1.8966, 3.4824, 2.2378], [2.0812, 0.2240, 1.1448], [3.4300, 2.4393, -0.3553], [3.1162, 5.6653, -0.7815], [1.8955, 4.5520, -0.1572], [3.0528, 5.3132, 0.9410], [5.6188, 4.9884, -0.2266], [7.2007, 3.1348, -0.6244], [6.1089, -0.1681, -1.0783], [2.0123, -1.7929, -1.5412], [-1.7352, -2.5939, 0.6081], [-1.8896, -4.3942, -1.7454], [-2.6250, -4.7650, -0.1642], [-3.3811, -2.4014, -1.9410], [-4.1755, -2.8418, -0.4263], [-4.0904, -4.6046, -2.9128], [-6.4512, -3.9051, -3.2517], [-6.3260, -2.7987, -1.8835], [-5.3631, -2.5203, -3.3360], [-4.4557, -5.9166, -0.8576], [-5.7304, -4.8062, -0.3453], [-5.9562, -5.8199, -1.7705], [-0.3598, 0.0080, 3.3092], [1.3193, 0.5103, 3.6309], [0.9348, 2.5805, 2.2652], [-0.0985, 2.4485, 3.6862], [-1.8151, 1.3570, 1.9718], [-0.1365, 3.1418, 0.1504], [-1.7039, 2.4474, -0.2532], [-0.3211, 1.3916, -0.0214], [-2.7752, 3.6301, 1.6150], [-1.2522, 4.3531, 2.1323], [-2.2213, 3.4168, 3.2736], [2.6857, 0.9275, 1.7002], [2.3683, 2.2414, -0.3357]], "max_force_ha_per_bohr": 0.01496, "e_homo_ev": -8.7, "e_above_lowest_kcal_mol": 1.0, "total_charge": 0, "gap_ev": 8.469}



2.
{"formula": "C24H32N2O6", "method": "wB97M-V/def2-TZVPD", "symbols": ["C", "O", "C", "C", "C", "C", "C", "O", "C", "C", "C", "O", "N", "C", "C", "O", "N", "C", "C", "C", "C", "C", "C", "C", "C", "C", "C", "C", "O", "C", "O", "C", "H", "H", "H", "H", "H", "H", "H", "H", "H", "H", "H", "H", "H", "H", "H", "H", "H", "H", "H", "H", "H", "H", "H", "H", "H", "H", "H", "H", "H", "H", "H", "H"], "xyz": [[4.0022, -8.3492, -2.2390], [4.1066, -6.9820, -2.5672], [3.3331, -6.0938, -1.9101], [3.4948, -4.7484, -2.2866], [2.7455, -3.7705, -1.6929], [1.8031, -4.0684, -0.6945], [0.9809, -3.0531, -0.0525], [0.2681, -3.3063, 0.9249], [0.9705, -1.6850, -0.6124], [0.6385, -0.6458, 0.1514], [0.6589, 0.7666, -0.3113], [1.4875, 1.5458, 0.1446], [-0.2202, 1.1207, -1.2714], [-0.1565, 2.4775, -1.7887], [-0.9834, 3.4544, -0.9333], [-2.0286, 3.9355, -1.3277], [-0.4060, 3.7069, 0.2439], [-1.0276, 4.4690, 1.3047], [-1.3206, 3.5635, 2.5061], [-0.0373, 3.1153, 3.2020], [0.7946, 4.3217, 3.6254], [1.1363, 5.1786, 2.4108], [-0.1380, 5.6478, 1.7132], [-1.3868, 0.3294, -1.6073], [-2.2952, 0.0563, -0.3856], [-3.6765, -0.4380, -0.8250], [-4.4418, 0.8735, -0.9963], [-3.8106, 1.7659, 0.0742], [-2.5168, 1.2364, 0.3558], [1.6735, -5.4200, -0.2904], [0.8382, -5.7983, 0.6755], [2.4267, -6.4148, -0.9148], [4.7045, -8.8632, -2.8928], [2.9919, -8.7269, -2.4212], [4.2767, -8.5307, -1.1958], [4.2212, -4.5160, -3.0478], [2.9060, -2.7453, -1.9857], [1.1991, -1.5603, -1.6598], [0.4775, -0.7910, 1.2123], [0.8912, 2.7895, -1.7815], [-0.5345, 2.4869, -2.8125], [0.4409, 3.2016, 0.4756], [-1.9688, 4.8480, 0.8909], [-1.9429, 4.1161, 3.2132], [-1.8806, 2.6937, 2.1595], [-0.2927, 2.5131, 4.0766], [0.5522, 2.4864, 2.5320], [1.7118, 3.9882, 4.1148], [0.2288, 4.9200, 4.3442], [1.7474, 4.5967, 1.7182], [1.7220, 6.0474, 2.7192], [-0.7057, 6.2886, 2.3910], [0.1120, 6.2335, 0.8264], [-1.0886, -0.6288, -2.0434], [-1.9533, 0.8937, -2.3483], [-1.7888, -0.6556, 0.2768], [-4.1221, -1.0369, -0.0307], [-3.6318, -1.0336, -1.7341], [-4.2710, 1.2945, -1.9869], [-5.5127, 0.7576, -0.8491], [-4.3899, 1.7464, 1.0053], [-3.7000, 2.8007, -0.2589], [0.4118, -4.9798, 1.0411], [2.2755, -7.4258, -0.5742]], "max_force_ha_per_bohr": 0.01391, "e_homo_ev": -8.8, "e_above_lowest_kcal_mol": 35.8, "total_charge": 0, "gap_ev": 8.319}



3.
{"formula": "C24H32N3O2", "method": "wB97M-V/def2-TZVPD", "symbols": ["C", "C", "C", "N", "H", "H", "H", "H", "H", "H", "H", "C", "C", "N", "C", "C", "C", "C", "C", "C", "C", "C", "C", "N", "C", "C", "O", "C", "C", "C", "C", "C", "C", "C", "C", "O", "H", "H", "H", "H", "H", "H", "H", "H", "H", "H", "H", "H", "H", "H", "H", "H", "H", "H", "H", "H", "H", "H", "H", "H", "H"], "xyz": [[-2.3945, -0.1330, 3.2643], [-1.4491, -0.9275, 3.7244], [-0.1407, -1.0986, 3.0352], [0.8466, -0.0963, 3.4179], [-3.3214, 0.0040, 3.7873], [-2.2684, 0.3975, 2.3408], [-1.5875, -1.4379, 4.6657], [0.2569, -2.1050, 3.2255], [-0.2920, -1.0431, 1.9503], [0.8860, -0.0345, 4.4291], [1.7738, -0.3655, 3.1034], [9.6518, 4.2161, 6.3498], [8.3794, 3.4554, 5.9770], [8.3040, 3.2314, 4.5176], [7.0531, 3.0143, 3.8626], [6.6328, 1.7231, 3.4984], [5.4182, 1.5207, 2.9008], [4.5736, 2.6080, 2.5731], [3.3054, 2.3725, 1.9700], [2.5562, 3.2702, 1.1627], [3.1553, 4.3510, 0.4744], [2.4274, 5.1529, -0.3618], [1.0474, 4.9540, -0.5474], [0.2461, 5.9064, -1.2587], [-0.4641, 6.9211, -0.4456], [-1.5527, 7.6502, -1.2338], [-1.0603, 8.1469, -2.4705], [-0.5244, 7.1186, -3.2867], [0.6431, 6.4045, -2.5966], [0.4433, 3.8801, 0.1356], [1.1735, 3.0555, 0.9489], [5.0010, 3.9012, 2.9569], [6.1909, 4.0914, 3.5994], [9.5303, 2.6025, 4.0061], [10.7541, 3.4241, 4.4128], [10.8124, 3.5827, 5.8248], [9.6245, 5.2404, 5.9627], [9.7836, 4.2855, 7.4376], [8.3696, 2.4757, 6.4624], [7.4771, 3.9781, 6.3089], [7.2739, 0.8881, 3.7229], [5.0901, 0.5231, 2.6655], [2.8645, 1.4048, 2.1455], [4.2107, 4.5151, 0.5917], [2.9096, 5.9737, -0.8628], [-0.8867, 6.4152, 0.4299], [0.2774, 7.6313, -0.0676], [-2.3997, 6.9863, -1.4470], [-1.9499, 8.5133, -0.6800], [-1.3344, 6.4156, -3.5085], [-0.2345, 7.5823, -4.2392], [1.4961, 7.0797, -2.4878], [0.9886, 5.5522, -3.1926], [-0.6143, 3.7241, -0.0035], [0.6935, 2.2415, 1.4654], [4.3373, 4.7337, 2.8044], [6.4918, 5.0750, 3.9132], [9.5954, 1.5939, 4.4233], [9.4510, 2.5009, 2.9179], [11.6925, 2.9534, 4.0911], [10.7238, 4.4249, 3.9658]], "max_force_ha_per_bohr": 0.02812, "e_homo_ev": -11.0, "e_above_lowest_kcal_mol": 90.6, "total_charge": 1, "gap_ev": 5.706}



4.
{"formula": "C24H32N3O3PSTi", "method": "wB97M-V/def2-TZVPD", "symbols": ["Ti", "N", "C", "C", "C", "C", "C", "C", "P", "C", "C", "C", "C", "C", "C", "C", "C", "C", "C", "C", "C", "H", "H", "H", "H", "H", "H", "H", "H", "H", "H", "H", "H", "H", "H", "H", "H", "C", "O", "C", "O", "N", "N", "H", "H", "H", "H", "H", "H", "C", "C", "S", "O", "C", "C", "H", "H", "H", "H", "H", "H", "H", "H", "H", "H"], "xyz": [[-0.1522, -0.1550, 0.3031], [2.1720, 0.0614, 0.3603], [2.8660, -0.0608, 1.6543], [4.2538, -0.0559, 1.6730], [4.9279, -0.1300, 2.8815], [4.2167, -0.2004, 4.0724], [2.8332, -0.2121, 4.0479], [2.1389, -0.1537, 2.8376], [0.3275, -0.2383, 2.7695], [-0.0665, -2.0010, 3.0041], [0.9096, -2.9874, 3.1101], [0.5443, -4.3267, 3.1704], [-0.7944, -4.6895, 3.1266], [-1.7746, -3.7085, 3.0248], [-1.4117, -2.3726, 2.9577], [-0.2894, 0.6229, 4.2278], [-0.4624, -0.0277, 5.4486], [-0.9007, 0.6807, 6.5568], [-1.1680, 2.0388, 6.4544], [-1.0060, 2.6930, 5.2405], [-0.5750, 1.9837, 4.1313], [2.5272, 0.9105, -0.0762], [2.5098, -0.6862, -0.2449], [4.8090, 0.0156, 0.7451], [6.0092, -0.1221, 2.8937], [4.7402, -0.2450, 5.0174], [2.2822, -0.2637, 4.9789], [1.9588, -2.7243, 3.1533], [1.3079, -5.0871, 3.2709], [-1.0776, -5.7319, 3.1917], [-2.8216, -3.9824, 3.0145], [-2.1873, -1.6151, 2.8924], [-0.2637, -1.0895, 5.5338], [-1.0335, 0.1704, 7.5010], [-1.5087, 2.5879, 7.3218], [-1.2193, 3.7500, 5.1586], [-0.4614, 2.5002, 3.1833], [-4.8249, 0.9682, 0.0529], [-3.7713, 1.9743, 0.0880], [-2.5452, 1.5554, 0.1725], [-2.1925, 0.3677, 0.1129], [-1.6427, 2.5563, 0.3369], [-0.2907, 2.2344, 0.0776], [-5.7444, 1.5400, 0.0719], [-4.7401, 0.3297, 0.9274], [-4.7376, 0.3952, -0.8658], [-1.9482, 3.5134, 0.2231], [0.2848, 2.6876, 0.7823], [-0.0351, 2.6158, -0.8319], [1.8342, -4.6871, -0.5530], [0.3272, -4.6596, -0.7312], [-0.2057, -3.0989, -1.4370], [0.1659, -2.0899, -0.3308], [-1.9927, -3.2985, -1.2940], [-2.7458, -2.4278, -2.2832], [2.1289, -5.6605, -0.1643], [2.1490, -3.9297, 0.1645], [2.3570, -4.5298, -1.4964], [-0.2003, -4.7644, 0.2208], [-0.0281, -5.4264, -1.4235], [-2.2140, -3.0488, -0.2524], [-2.2058, -4.3599, -1.4299], [-2.4795, -1.3742, -2.1790], [-3.8154, -2.5204, -2.0986], [-2.5554, -2.7293, -3.3118]], "max_force_ha_per_bohr": 0.00891, "e_homo_ev": [-12.9, -13.8], "spin_multiplicity": 3, "total_charge": 2, "gap_ev": [7.710, 8.468]}